Entry 1:
C24H50INO14PS2 | ωB97M-V/def2-TZVPD

Last column: Mulliken charge in e.
Element x y z (Å)
O 5.0291 -1.7223 4.1562  -0.63
S 3.8095 -1.5186 3.1746  0.63
O 3.5322 -2.9343 2.5751  -0.58
I 4.5778 -0.0453 1.4123  0.19
N 2.5095 -0.8843 4.1535  -0.39
S 1.1116 -0.4457 3.2033  0.95
O 1.2381 0.9026 2.4475  -0.48
O -0.0820 -0.2520 4.2181  -0.75
P 0.4722 -1.9193 1.7848  0.32
O -1.1914 -1.4660 1.3766  -0.38
O 0.2733 -3.4477 2.6610  -0.55
H -1.6877 -1.3301 2.2541  0.28
H 1.0295 -3.5385 3.3284  0.37
C 0.9794 -0.1971 -3.5360  -0.71
C 0.7988 -1.2812 -2.5073  0.77
O 1.3746 -1.2335 -1.4216  -0.52
C -0.1137 -2.4258 -2.8585  -0.92
H 1.6643 0.5631 -3.1455  -0.10
H 1.4082 -0.6187 -4.4486  0.43
H 0.0176 0.2756 -3.7505  0.26
H 0.2665 -2.9466 -3.7409  0.37
H -1.1241 -2.0523 -3.0427  0.16
H -0.1481 -3.1321 -2.0222  0.29
C -0.8078 1.6319 -0.0778  -0.74
C -1.1670 2.3244 -1.3653  0.82
O -0.3211 2.5403 -2.2317  -0.58
C -2.6010 2.7422 -1.5517  -1.00
H 0.2600 1.3886 -0.0824  0.15
H -1.0126 2.2921 0.7687  0.45
H -1.3776 0.7040 0.0165  0.18
H -2.8857 3.4519 -0.7708  0.38
H -3.2507 1.8638 -1.5230  0.01
H -2.7132 3.2296 -2.5261  0.31
C 0.1939 2.1030 5.9702  -0.71
C -0.1692 2.7852 7.2620  0.68
O -0.8098 3.8352 7.2716  -0.60
C 0.2816 2.1330 8.5416  -1.06
H -0.1969 2.6863 5.1296  0.27
H 1.2809 2.0393 5.8764  0.29
H -0.2500 1.1048 5.9395  0.22
H 1.3725 2.0706 8.5624  0.30
H -0.1584 1.1361 8.6255  0.30
H -0.0514 2.7360 9.3931  0.30
C -6.2583 0.1094 -2.5150  -1.29
C -5.0237 -0.6470 -2.1030  0.87
O -3.9642 -0.5218 -2.7151  -0.58
C -5.1356 -1.5622 -0.9132  -0.98
H -6.0291 0.7301 -3.3878  0.32
H -7.0517 -0.5925 -2.7837  0.39
H -6.5851 0.7596 -1.6996  0.35
H -5.8790 -2.3387 -1.1105  0.29
H -5.4125 -0.9866 -0.0264  0.39
H -4.1677 -2.0416 -0.7319  0.26
C 4.9192 5.1598 -0.8472  -1.02
C 4.1950 3.8439 -0.7484  0.77
O 4.2888 3.1371 0.2538  -0.52
C 3.3515 3.4263 -1.9231  -0.85
H 5.4881 5.3309 0.0730  0.21
H 5.6150 5.1386 -1.6897  0.25
H 4.1985 5.9724 -0.9690  0.37
H 3.9774 3.3279 -2.8136  0.36
H 2.5609 4.1617 -2.0929  0.32
H 2.8886 2.4567 -1.7111  0.11
C 8.9634 4.8678 0.2029  -0.92
C 9.0534 5.2538 -1.2493  0.81
O 8.0584 5.2562 -1.9722  -0.53
C 10.4079 5.6369 -1.7827  -1.09
H 7.9260 4.6162 0.4478  0.17
H 9.5901 3.9931 0.3944  0.33
H 9.2775 5.7058 0.8303  0.31
H 11.0990 4.7964 -1.6797  0.32
H 10.7864 6.5091 -1.2437  0.31
H 10.3212 5.8913 -2.8444  0.30
C -6.5861 -4.4530 2.7523  -1.14
C -6.7042 -4.1746 1.2776  0.87
O -6.8097 -3.0258 0.8512  -0.54
C -6.6882 -5.3561 0.3450  -1.11
H -6.6120 -3.5069 3.3034  0.29
H -7.4238 -5.0728 3.0816  0.34
H -5.6371 -4.9535 2.9611  0.34
H -7.5305 -6.0161 0.5671  0.35
H -5.7438 -5.8967 0.4466  0.32
H -6.7814 -5.0043 -0.6879  0.27
C -3.2529 -4.2518 -4.9302  -0.99
C -2.1167 -5.2339 -4.8283  0.91
O -1.0836 -5.0849 -5.4790  -0.57
C -2.2933 -6.4052 -3.8995  -1.15
H -2.9850 -3.4590 -5.6369  0.27
H -4.1499 -4.7580 -5.2959  0.42
H -3.4424 -3.8000 -3.9532  0.16
H -3.1474 -7.0074 -4.2193  0.35
H -2.4400 -6.0494 -2.8766  0.30
H -1.3940 -7.0296 -3.9280  0.30

Cartesian forces, eV/Å:
O -4.1141 1.7731 -3.0976
S 2.4843 -5.5381 4.0622
O -0.3811 4.6552 0.9604
I -0.3920 0.0349 0.1720
N -0.2278 -0.4105 -3.6895
S -2.3515 5.8738 4.1743
O 0.4043 -4.4624 1.2860
O 3.4429 -1.6153 -2.6018
P -1.6298 -2.8579 -2.3056
O 1.7781 -0.5205 3.4325
O 1.1110 2.6864 0.4792
H 0.8658 -0.1262 -1.5860
H -1.1821 0.2867 -1.3034
C 0.3086 0.2514 0.2065
C 0.8599 0.1643 1.5783
O -0.7796 -0.0697 -1.5481
C 0.0034 -0.3092 0.3709
H -0.2312 -0.1658 -0.0497
H -0.2039 -0.0107 -0.0704
H 0.0852 -0.0708 -0.1420
H -0.1861 0.0893 -0.0945
H 0.0384 -0.0029 -0.1940
H 0.0474 0.1756 -0.1260
C 0.4392 0.0678 -0.3883
C 1.1409 0.0303 -0.6222
O -0.9936 -0.1152 0.7675
C -0.0368 0.2569 -0.5006
H -0.2559 0.0203 0.0862
H -0.1132 -0.1853 0.0498
H -0.0496 0.1107 0.1771
H -0.0745 -0.1848 0.0696
H 0.0126 0.0806 0.1578
H 0.0275 -0.1076 0.1795
C -0.3548 0.5144 0.1675
C -0.6083 1.1684 -0.5496
O 0.6024 -1.0360 0.2423
C -0.2002 0.3295 0.4235
H 0.1012 -0.1799 0.1961
H -0.0785 -0.3073 -0.0049
H 0.3584 0.0469 -0.0567
H -0.0886 -0.2331 -0.0591
H 0.2457 -0.0317 -0.0731
H 0.0523 -0.0953 -0.1747
C 0.1886 0.2937 -0.4300
C 1.4500 -0.0376 -0.5099
O -1.2329 -0.0865 0.5584
C 0.5239 0.0022 -0.3494
H -0.0193 -0.1373 0.1873
H -0.0621 0.0853 0.2206
H -0.1506 -0.1848 -0.0032
H -0.0545 0.3028 0.2083
H -0.2296 -0.2111 -0.0830
H -0.1446 0.1541 -0.0376
C 0.1556 -0.0084 0.3470
C 0.0670 -0.9559 1.3143
O 0.0254 0.9259 -1.3070
C -0.1285 -0.4559 0.2158
H -0.1332 -0.0526 -0.1957
H -0.1366 0.1383 0.0162
H 0.0628 -0.0217 -0.1748
H -0.0915 0.2031 -0.0415
H 0.1074 -0.0215 -0.1653
H 0.0548 0.2391 -0.0085
C -0.5144 -0.0831 -0.0320
C -1.3884 -0.0382 -0.8643
O 1.3677 0.0283 0.8439
C -0.1170 0.1042 -0.5034
H 0.2433 0.0322 -0.0676
H 0.0899 0.1710 0.1024
H 0.1725 -0.1494 0.0138
H 0.0575 0.1543 0.1599
H 0.1231 -0.1792 0.0771
H -0.0076 -0.0636 0.2389
C 0.0098 0.4815 0.1279
C -0.1376 1.5181 -0.4146
O -0.1034 -1.6495 0.6900
C -0.0329 0.2510 -0.4330
H 0.0158 -0.2128 -0.1573
H 0.1771 -0.1412 -0.0055
H -0.1597 -0.1451 0.0299
H 0.1869 -0.1060 0.0703
H -0.1584 -0.1228 0.1009
H 0.0155 -0.0639 0.2286
C 0.2196 0.3063 -0.3161
C 1.4184 0.2584 -0.9088
O -1.3583 -0.2250 0.8409
C 0.4487 -0.2277 -0.0605
H -0.0363 -0.1826 0.1855
H -0.0486 0.0247 0.2119
H -0.1578 -0.0966 -0.0349
H -0.0770 0.1044 0.1817
H -0.1849 -0.0683 -0.0660
H -0.1921 0.1692 -0.0026

Computed properties:
* LUMO: 1.664 eV
* charge: -1
* HOMO: -5.918 eV
* E: -3487.98088 a.u.
* maximum force: 7.6 eV/A
* HOMO-LUMO gap: 7.58 eV
* spin multiplicity: 1

---

Entry 2:
C24H50O28S8 | ωB97M-V/def2-TZVPD

Last column: Mulliken charge in e.
Element x y z (Å)
C 4.0768 -3.3818 0.7881  -0.25
C 3.5121 -4.4255 -0.2068  -0.92
C 3.0237 -3.7072 -1.4436  0.05
S 4.2214 -2.2910 -1.7481  0.95
O 3.4270 -1.0997 -1.8503  -0.45
O 5.1881 -2.6411 -2.7500  -0.71
C 5.0088 -2.5000 -0.0154  -0.61
H 4.5685 -3.8030 1.6650  0.47
H 3.1938 -2.8617 1.1595  -0.10
H 2.6814 -4.9122 0.3041  0.38
H 4.2917 -5.1710 -0.3633  0.35
H 2.0578 -3.2911 -1.1570  -0.30
H 2.9572 -4.2689 -2.3754  0.53
H 5.5803 -1.6741 0.4080  0.27
H 5.8510 -3.1862 -0.1051  0.39
C -4.2238 -0.3713 -1.8943  0.26
C -4.3807 -0.7504 -3.4660  -0.43
C -4.7856 -2.2437 -3.6416  -0.58
S -5.9890 -2.4533 -2.3503  1.13
O -5.6665 -3.6539 -1.5828  -0.61
O -7.3438 -2.1895 -2.8458  -0.70
C -5.5336 -0.9600 -1.2789  -1.01
H -4.0614 0.6735 -1.6295  0.35
H -3.3740 -0.8552 -1.4129  -0.28
H -3.5649 -0.3919 -4.0937  -0.11
H -5.1887 -0.1036 -3.8080  0.44
H -3.9988 -2.9622 -3.4116  0.11
H -5.2883 -2.5767 -4.5496  0.55
H -5.5994 -1.2450 -0.2289  0.45
H -6.2594 -0.1810 -1.5125  0.47
C 1.8244 1.1031 1.0780  -0.51
C 0.9001 1.2342 -0.1462  -0.09
C 0.2927 -0.1892 -0.3508  0.64
S -0.0379 -0.7931 1.3667  0.79
O 0.5341 -2.1712 1.3392  -0.65
O -1.4637 -0.5405 1.5632  -0.40
C 1.0168 0.5167 2.2391  -0.51
H 2.2038 2.0614 1.4326  0.53
H 2.7061 0.4938 0.8796  -0.04
H 1.3245 1.5245 -1.1074  0.57
H -0.0137 1.7754 0.0992  -0.45
H 1.0228 -0.8856 -0.7630  -0.35
H -0.6423 -0.2994 -0.9001  -0.31
H 1.5717 0.3004 3.1520  0.57
H 0.2090 1.2127 2.4652  0.01
C -1.4683 5.2365 -2.9461  -0.17
C -0.1059 5.1390 -2.2899  -0.24
O -0.2307 4.2068 -1.2089  -0.26
S -1.8743 3.9583 -0.8715  0.96
O -2.2907 4.2055 0.5197  -0.54
O -2.1384 2.6149 -1.3730  -0.28
O -2.4333 5.0455 -1.9547  -0.40
H -1.6692 4.5471 -3.7662  -0.01
H -1.7506 6.1794 -3.4143  0.33
H 0.1204 6.1459 -1.9389  0.30
H 0.6592 4.8079 -2.9920  0.32
C 6.4916 1.7727 0.9842  -0.30
C 5.5995 1.6910 -0.2630  0.03
O 5.9591 2.7478 -1.1308  -0.32
S 7.2233 3.6555 -0.5795  1.06
O 6.6322 4.8194 0.0743  -0.51
O 8.2465 3.7741 -1.6195  -0.51
O 7.6856 2.4323 0.4775  -0.37
H 6.6203 0.7555 1.3541  0.34
H 6.0776 2.1468 1.9206  0.31
H 4.6186 1.8639 0.1797  -0.06
H 5.5397 0.7337 -0.7807  0.29
C -1.6161 -4.8366 1.0786  -0.14
C -2.9320 -4.1223 0.7747  -0.29
O -2.7418 -3.4761 -0.4896  -0.14
S -1.5864 -4.1862 -1.3749  0.90
O -0.4577 -3.2714 -1.6888  -0.26
O -2.2048 -5.0277 -2.4132  -0.64
O -1.1974 -5.2205 -0.2472  -0.39
H -1.6460 -5.7665 1.6465  0.33
H -0.8732 -4.2264 1.5924  0.02
H -3.0839 -3.3680 1.5468  0.29
H -3.8011 -4.7739 0.6851  0.29
C 1.3137 1.3325 8.1458  -0.40
C 2.2368 0.5558 7.1643  -0.31
O 1.7411 0.7609 5.8518  -0.23
S 0.5259 1.8958 5.7957  0.93
O -0.3064 1.4501 4.7068  -0.33
O 0.9542 3.3056 5.7828  -0.55
O 0.1176 1.3835 7.4103  -0.35
H 1.6907 2.3463 8.2807  0.31
H 1.1639 0.9532 9.1567  0.31
H 2.0365 -0.5137 7.2287  0.27
H 3.2936 0.8222 7.1833  0.29
C -0.2176 -0.3080 -4.0993  -0.08
C -0.9584 -0.7222 -5.3983  -0.42
O -1.7543 0.4358 -5.7417  -0.44
S -1.7142 1.6028 -4.5110  1.20
O -3.0714 1.9743 -4.2009  -0.53
O -0.6467 2.6348 -4.8378  -0.64
O -1.1389 0.4571 -3.4429  -0.16
H 0.6707 0.2357 -4.4208  0.29
H 0.1845 -1.1808 -3.5849  0.16
H -1.6619 -1.5208 -5.1629  0.24
H -0.2641 -0.9705 -6.2011  0.40
C -3.2784 2.4965 2.9192  0.09
C -4.0496 1.3816 2.2800  0.25
O -3.6860 0.1580 2.9693  -0.61
O -3.4934 2.6215 4.2598  -0.62
H -3.5595 3.4798 2.5421  0.28
H -2.2269 2.3196 2.6931  -0.17
H -3.8961 1.3750 1.2009  -0.22
H -5.1162 1.5802 2.3855  0.33
H -3.0626 -0.3537 2.4486  0.53
H -3.0282 1.9429 4.7545  0.34

Cartesian forces, eV/Å:
C -1.4517 0.8960 -0.1659
C 0.7662 -0.4642 0.9898
C 0.6295 0.8196 0.0611
S -0.4185 -2.1643 2.2495
O 0.1350 0.8121 0.0111
O 0.0036 0.2442 -0.0680
C 0.9296 -0.8816 -0.7988
H 0.1099 -0.2151 -0.2422
H 0.0178 0.4117 0.1693
H -0.0455 -0.1865 -0.2473
H -0.0645 -0.1001 -0.4467
H -0.0032 0.3917 -0.5033
H 0.0471 -0.0700 0.1946
H -1.0672 0.7363 0.0340
H 0.2297 -0.1291 -1.1418
C -0.1449 -2.1060 -0.3447
C -0.0158 0.9245 0.8362
C 0.2778 0.6223 0.6543
S -0.9611 0.8773 2.1395
O -0.5244 0.6427 -0.7564
O 1.4172 -0.6798 0.2013
C 0.1818 0.3241 -1.6601
H -0.4458 0.1670 -0.6536
H 0.2519 -0.3881 -0.3754
H 0.1937 -0.6346 0.2993
H -0.3702 -0.1925 -0.0799
H 0.1841 0.1616 0.0357
H 0.1119 0.5422 -0.1779
H 0.3645 -0.0524 -0.1729
H -0.5680 -0.4360 0.1919
C 0.1306 0.2884 0.1129
C -1.2406 -1.8662 -0.0315
C 0.8777 -0.0884 1.1252
S 1.2193 -1.0187 -2.5630
O -1.0484 1.8141 1.2543
O 1.0432 -0.6217 0.6960
C -1.2669 -0.1125 -1.1766
H -0.0354 0.2236 -0.1720
H -0.0462 -0.2201 -0.2681
H 0.2154 0.4563 0.3991
H 0.4491 0.9009 -0.0274
H 0.0605 0.0066 0.0678
H -0.0099 0.4182 0.1355
H -0.2040 -0.6495 -0.2878
H 0.1150 0.0835 0.2549
C -0.5154 0.0426 -2.2284
C -0.2350 0.7472 -0.3987
O -1.9964 0.3456 0.6310
S -0.1452 -1.8841 0.5428
O 1.4035 0.4448 -3.5266
O 0.3325 1.7959 0.5767
O -0.2475 -0.9304 2.9602
H 0.4569 -0.5858 0.2863
H 0.6665 0.4351 0.3915
H 0.4024 -0.1874 0.4753
H -0.0855 -0.1872 0.1993
C 0.5310 -0.8481 -0.7518
C -1.1964 0.5074 1.6039
O 0.8926 0.8570 -0.2595
S -0.4580 -0.8959 -0.5317
O 1.5170 -2.1046 -0.8694
O -2.1886 -0.1967 2.5192
O -0.4182 1.1177 0.2547
H 1.3184 -0.2824 -0.6280
H -0.1604 1.4823 -0.5512
H -0.5044 0.1904 -0.6971
H 0.6155 0.1632 -0.1389
C 0.0704 -0.3211 -0.3712
C 0.0387 -0.0620 0.9139
O 1.1475 0.5382 -0.8904
S -0.0280 -0.9141 -1.1986
O -3.0299 -1.8353 0.6654
O 1.4716 2.4833 1.5432
O 1.1865 -0.1511 0.1075
H -0.6189 0.0216 -0.1558
H 0.0140 0.4422 -0.4844
H -0.2970 0.1865 -0.3081
H 0.1424 -0.0712 0.0350
C 1.2336 0.7812 -1.0392
C -0.2488 -0.9663 0.6071
O -0.8813 2.5041 -1.3369
S 1.5591 0.0509 0.8442
O 0.1812 0.3002 2.1135
O -0.6636 -3.3215 0.6229
O -1.6838 1.3364 -2.2207
H 0.1050 0.1803 -0.0227
H -0.2109 -0.6230 -0.4542
H 0.6425 -0.1089 0.7851
H -0.1405 -0.0727 0.2781
C 1.5885 -1.4300 -2.8612
C 0.0054 0.2764 0.9250
O 0.1576 1.6868 0.9733
S 2.2385 -0.1577 -1.7034
O 2.1079 -0.2625 -0.2446
O -3.5272 -3.3880 1.3031
O -1.4855 2.7387 1.0782
H 0.0483 0.5572 0.2892
H -0.7612 0.1098 0.6634
H 0.0682 -0.1459 -0.2875
H -0.2640 0.0785 -0.0333
C 0.4634 0.5585 -1.3992
C -0.1478 -0.5013 0.4316
O -0.9998 0.5615 -0.3404
O -0.3211 0.1124 2.2644
H 0.0265 -0.1585 -0.5948
H 0.3603 0.1524 -0.0485
H 0.4671 -0.3254 -0.1191
H -0.1679 -0.3541 0.4090
H 0.1941 0.2714 -0.1723
H -0.0559 -0.2721 -0.1781

Computed properties:
* SMILES: O=S1(=O)CCCC1.O=S1(=O)CCCC1.O=S1(=O)CCCC1.O=S1(=O)OCCO1.O=S1(=O)OCCO1.O=S1(=O)OCCO1.O=S1(=O)OCCO1.O=S1(=O)OCCO1.OCCO
* LUMO: -0.306 eV
* HOMO: -9.222 eV
* E: -6236.36082 a.u.
* maximum force: 5.1 eV/A
* HOMO-LUMO gap: 8.92 eV
* spin multiplicity: 1